[1]
Molecular formula: C24H19GeN2O2PdS
Method: DFT, wB97M-V/def2-TZVPD

Structure (ORCA input):
```
! wB97M-V def2-TZVPD RIJCOSX def2/J DEFGRID3
* xyz 0 2
Pd -1.2060 -0.6211 1.3011
O -1.5009 2.9714 3.4266
C -1.5564 1.9952 2.7046
O -0.7535 1.0245 2.6594
C -2.7286 1.9233 1.6910
C -3.4480 3.0634 1.3666
C -4.4712 2.9526 0.4413
C -4.7616 1.7043 -0.0959
C -4.0006 0.6127 0.2889
N -2.9962 0.7410 1.1515
H -3.1794 3.9892 1.8498
H -5.0423 3.8213 0.1494
H -5.5707 1.5786 -0.7973
H -4.2007 -0.3866 -0.0853
S -0.8995 -2.4559 2.9190
C -2.4980 -2.3045 2.4737
N -3.6279 -2.2530 2.2140
C -0.6693 -3.1724 -1.6970
Ge -0.1758 -1.5545 -0.6305
C -0.0331 -0.0712 -1.9729
C -0.6469 1.1546 -1.7479
C -0.5088 2.1894 -2.6572
C 0.2501 2.0039 -3.8009
C 0.8537 0.7814 -4.0393
C 0.7113 -0.2504 -3.1294
C 1.6972 -1.8651 0.0126
C 2.2893 -3.1005 -0.1175
C 3.5862 -3.3401 0.3529
C 4.2880 -2.3486 0.9816
C 3.7075 -1.0799 1.1802
C 4.3947 -0.0602 1.8690
C 3.8059 1.1536 2.0944
C 2.5112 1.4061 1.6236
C 1.8268 0.4379 0.9380
C 2.3909 -0.8330 0.6998
H 0.1112 -3.3606 -2.4280
H -1.6024 -3.0183 -2.2307
H -0.7812 -4.0506 -1.0693
H -1.2435 1.3008 -0.8447
H -0.9878 3.1409 -2.4757
H 0.3699 2.8100 -4.5101
H 1.4399 0.6282 -4.9343
H 1.1856 -1.2060 -3.3097
H 1.7505 -3.9038 -0.6007
H 4.0220 -4.3183 0.2173
H 5.2885 -2.5279 1.3486
H 5.3957 -0.2614 2.2258
H 4.3313 1.9240 2.6373
H 2.0472 2.3637 1.8092
H 0.8356 0.6724 0.5473
*
```

Summary:
Max |F|, eV/A: 2.65
LUMO (alpha / beta), Ha: -0.09427 / -0.10593

=====

[2]
Molecular formula: C24H19NO5S
Method: DFT, wB97M-V/def2-TZVPD

Structure (ORCA input):
```
! wB97M-V def2-TZVPD RIJCOSX def2/J DEFGRID3
* xyz 0 1
C 3.1400 -2.0760 3.4357
C 3.0958 -1.4141 2.0647
N 1.7837 -1.5506 1.4551
C 1.4475 -2.6904 0.7867
O 2.1613 -3.6241 0.5591
S -0.2681 -2.5954 0.2939
C -0.3774 -0.9235 0.8374
C -1.4241 -0.1284 0.5554
C -1.4248 1.3172 0.6331
C -0.3193 2.0278 0.1684
O 0.8316 1.3608 -0.1227
C 1.3950 1.4984 -1.4269
C 1.2855 0.1410 -2.0732
C 0.0985 -0.2398 -2.6904
C -0.0556 -1.5247 -3.1689
C 0.9782 -2.4488 -3.0354
C 0.7640 -3.8245 -3.5398
O -0.2657 -4.2186 -4.0287
O 1.8397 -4.6112 -3.4101
C 2.1678 -2.0732 -2.4184
C 2.3126 -0.7859 -1.9373
C -0.3945 3.4233 0.0002
C -1.5292 4.1074 0.3258
C -2.6576 3.4341 0.8389
C -3.8305 4.1267 1.2016
C -4.9098 3.4577 1.7079
C -4.8554 2.0674 1.8784
C -3.7296 1.3682 1.5367
C -2.6057 2.0255 0.9967
C 0.8188 -0.5655 1.6143
O 0.9644 0.3865 2.3385
H 2.4054 -1.6199 4.0951
H 4.1272 -1.9510 3.8715
H 2.9286 -3.1391 3.3466
H 3.8226 -1.8767 1.3929
H 3.2873 -0.3422 2.1511
H -2.2986 -0.5812 0.1046
H 2.4425 1.7957 -1.3093
H 0.8616 2.2575 -2.0076
H -0.7075 0.4741 -2.7851
H -0.9725 -1.8393 -3.6433
H 1.6342 -5.5048 -3.7259
H 2.9593 -2.7965 -2.3032
H 3.2290 -0.4940 -1.4447
H 0.4753 3.9454 -0.3713
H -1.5711 5.1802 0.2068
H -3.8567 5.1996 1.0762
H -5.8053 3.9938 1.9851
H -5.7094 1.5499 2.2898
H -3.6888 0.3011 1.6940
*
```

Summary:
SMILES string: CCN1C(=O)S/C(=C/c2c(OCc3ccc(C(=O)O)cc3)ccc3ccccc23)C1=O
Max |F|, eV/A: 1.07
LUMO, Ha: -0.01200

=====

[3]
Molecular formula: C24H20BF4N7O7STb
Method: DFT, wB97M-V/def2-TZVPD

Structure (ORCA input):
```
! wB97M-V def2-TZVPD RIJCOSX def2/J DEFGRID3
* xyz -1 7
Tb -0.5850 -0.4405 0.4694
O -3.1486 0.8242 -3.1354
C -3.4656 2.0807 -2.7988
C -4.0183 2.9080 -3.7801
C -4.3628 4.2101 -3.4830
C -4.1572 4.7256 -2.2050
C -3.5973 3.9220 -1.2330
C -3.2487 2.5960 -1.5072
C -2.6122 1.7408 -0.4715
O -2.3849 0.5082 -0.7214
N -2.2556 2.3783 0.6419
N -1.5348 1.5803 1.4636
C -1.0140 2.0822 2.5155
C -0.1716 1.2071 3.3250
C 0.5487 1.6644 4.4207
C 1.2726 0.7534 5.1733
C 1.2408 -0.5858 4.8284
C 0.5232 -0.9560 3.6986
N -0.1366 -0.0841 2.9508
H -2.7720 0.3945 -2.3329
H -4.1605 2.5023 -4.7736
H -4.7998 4.8345 -4.2528
H -4.4273 5.7493 -1.9797
H -3.4048 4.2860 -0.2346
H -1.1544 3.1223 2.7984
H 0.5395 2.7177 4.6696
H 1.8559 1.0889 6.0217
H 1.7764 -1.3340 5.3944
H 0.4870 -1.9883 3.3732
O 0.7901 -6.0271 -1.8851
C 0.2387 -4.8384 -1.5433
C -0.6593 -4.7166 -0.4891
C -1.1319 -3.4610 -0.1713
N -0.7833 -2.3805 -0.8666
C 0.0800 -2.4962 -1.8792
C 0.6154 -3.7051 -2.2612
C 0.5376 -1.1563 -2.4585
O 1.1553 -1.1198 -3.5136
O 0.2233 -0.1640 -1.7122
C -1.9649 -3.1705 1.0890
O -2.5474 -4.0948 1.6331
O -1.9306 -1.9381 1.4411
H 0.5602 -6.6805 -1.2165
H -0.9641 -5.5545 0.1265
H 1.3419 -3.7540 -3.0592
C 5.0172 -0.1961 -0.6204
C 4.1564 0.3295 0.5282
C 2.9123 1.0159 0.0642
N 1.8484 1.1645 0.7706
N 0.8255 1.7948 0.1220
C 1.1362 2.1352 -1.0994
N 0.3117 2.8403 -1.9234
S 2.7615 1.7191 -1.5332
H 5.8834 -0.7250 -0.2254
H 5.3695 0.6196 -1.2561
H 4.4376 -0.8867 -1.2336
H 4.7289 1.0248 1.1490
H 3.8536 -0.4945 1.1737
H -0.6195 2.9385 -1.5403
H 0.3102 2.5164 -2.8795
F 1.3467 -1.5310 0.7558
B 2.1675 -2.6565 1.3029
F 2.9422 -2.1165 2.3282
F 2.9503 -3.1247 0.2681
F 1.2675 -3.5980 1.7790
*
```

Summary:
Max |F|, eV/A: 1.12
LUMO (alpha / beta), Ha: 0.06916 / 0.06934

=====

[4]
Molecular formula: C24H20BFN3O5Sr
Method: DFT, wB97M-V/def2-TZVPD

Structure (ORCA input):
```
! wB97M-V def2-TZVPD RIJCOSX def2/J DEFGRID3
* xyz -1 1
Sr 0.9019 1.1849 -0.0839
C -0.2264 0.5011 4.5506
C 0.3462 0.0964 3.2179
O 0.2298 1.0027 2.2254
C 0.9923 -1.0822 3.0556
C 1.5198 -1.7436 1.8926
C 2.0477 -3.1362 2.0869
N 1.4446 -1.2434 0.6545
N 1.7899 -2.1329 -0.2834
C 1.6761 -1.8203 -1.5477
O 1.3092 -0.4941 -1.9110
C 2.0027 -2.6960 -2.6245
C 2.0052 -2.2665 -3.9683
C 2.3288 -3.1395 -4.9919
C 2.6623 -4.4633 -4.7291
C 2.6622 -4.9005 -3.4038
C 2.3397 -4.0466 -2.3706
H -0.2882 1.5863 4.6193
H 0.3962 0.1251 5.3637
H -1.2384 0.1125 4.6843
H 1.0912 -1.6608 3.9671
H 2.1706 -3.3567 3.1468
H 3.0015 -3.2669 1.5702
H 1.3696 -3.8759 1.6481
H 1.7513 -1.2425 -4.2066
H 2.3216 -2.7773 -6.0139
H 2.9134 -5.1407 -5.5351
H 2.9150 -5.9303 -3.1778
H 2.3387 -4.3910 -1.3454
F -3.7281 0.6770 -3.6789
C -2.4806 0.3543 -3.2733
C -1.4199 1.0946 -3.7368
C -0.1402 0.7605 -3.2984
C 0.0278 -0.3032 -2.4295
C -1.0533 -1.0391 -1.9688
C -2.3216 -0.6999 -2.3927
H -1.5901 1.9208 -4.4129
H 0.7286 1.2990 -3.6605
H -0.8906 -1.8227 -1.2411
H -3.1940 -1.2131 -2.0153
O -0.4977 3.0291 1.2698
B -1.0717 1.6291 1.6848
O -2.0724 1.9503 2.6902
C -2.1135 3.2892 2.8295
C -2.9309 4.0129 3.6667
C -2.8139 5.4099 3.6617
C -1.9010 6.0418 2.8366
C -1.0695 5.3011 1.9846
C -1.1866 3.9294 1.9905
H -3.6479 3.5054 4.2992
H -3.4502 5.9987 4.3109
H -1.8268 7.1224 2.8442
H -0.3549 5.7882 1.3324
O -2.4001 1.3176 -0.2289
N -1.3752 0.8446 0.4458
*
```

Summary:
Max |F|, eV/A: 0.35
LUMO (alpha / beta), Ha: 0.06119 / 0.06209

=====

[5]
Molecular formula: C24H20BrClF4IN3O4Ti
Method: DFT, wB97M-V/def2-TZVPD

Structure (ORCA input):
```
! wB97M-V def2-TZVPD RIJCOSX def2/J DEFGRID3
* xyz -2 3
Ti -0.2752 0.5979 -0.4590
C -1.3767 -1.5546 1.9857
N -1.9909 -1.1076 0.7469
C -2.4987 -2.2532 0.0121
C -3.0472 -0.1322 0.9484
C -2.5718 1.1299 1.6824
N -1.1651 1.3822 1.4244
C -0.5587 2.3102 2.1686
C 0.8607 2.3577 2.1328
F 1.4679 1.4459 1.3451
C 1.6202 3.2358 2.8515
F 2.9647 3.1834 2.7483
C 1.0482 4.1739 3.7034
C -0.3288 4.1566 3.7661
F -0.9571 5.0582 4.5607
C -1.1140 3.2786 3.0453
F -2.4598 3.4323 3.1706
H -2.1058 -2.0752 2.6334
H -0.9588 -0.7050 2.5219
H -0.5611 -2.2386 1.7502
H -3.2750 -2.7870 0.5912
H -1.6843 -2.9457 -0.1983
H -2.9313 -1.9364 -0.9358
H -3.8973 -0.5743 1.5038
H -3.4169 0.1440 -0.0401
H -2.7326 1.0043 2.7612
H -3.2231 1.9483 1.3570
H 1.6429 4.8762 4.2648
O -3.4282 1.4466 -3.0500
C -2.4597 1.0093 -2.4322
O -1.8791 1.5289 -1.4119
C -1.8344 -0.3360 -2.8288
C -2.2759 -1.1766 -3.8183
C -1.5767 -2.4215 -3.9645
C -0.5264 -2.7347 -3.1323
C -0.1253 -1.8285 -2.1303
N -0.8080 -0.6446 -2.0278
C 0.8684 -1.9991 -1.0945
O 1.6044 -3.0171 -1.0027
O 0.9221 -1.0061 -0.2463
H -3.1150 -0.8938 -4.4361
H -1.8871 -3.1243 -4.7296
H 0.0023 -3.6767 -3.2168
Cl 0.9035 3.4837 -1.1073
C 1.1418 1.7293 -1.6975
H 2.2095 1.5604 -1.5432
H 0.9415 1.7945 -2.7680
Br 5.4441 -5.4452 2.3181
C 4.1490 -4.9875 3.6397
C 4.4317 -5.3717 4.9477
C 3.5382 -5.0720 5.9582
C 2.3675 -4.3883 5.6502
C 2.1043 -4.0157 4.3424
C 2.9867 -4.3051 3.2969
I 2.4553 -3.6705 1.3562
H 5.3514 -5.8995 5.1610
H 3.7569 -5.3662 6.9770
H 1.6603 -4.1381 6.4314
H 1.1964 -3.4752 4.1057
*
```

Summary:
Max |F|, eV/A: 0.52
LUMO (alpha / beta), Ha: 0.13679 / 0.13678

=====

[6]
Molecular formula: C24H20BrF32IO7S
Method: DFT, wB97M-V/def2-TZVPD

Structure (ORCA input):
```
! wB97M-V def2-TZVPD RIJCOSX def2/J DEFGRID3
* xyz 0 1
O 3.3183 3.4379 -1.8710
C 2.1878 3.0361 -1.7958
O 1.2613 3.3508 -2.7780
C 0.4859 2.3167 -3.3240
S 1.4888 0.7498 -3.3375
Br 0.1648 2.7584 -5.1887
C -0.8139 2.0626 -2.5736
C -1.4871 3.2942 -2.0532
O -1.1721 4.4212 -2.2504
I -3.2571 2.8907 -0.8429
H 1.8224 2.5450 -0.8958
H 0.6505 -0.1183 -2.7592
H -0.6962 1.3328 -1.7951
H -1.5118 1.6187 -3.2682
C 7.2039 -0.3260 -2.1872
C 6.8615 0.1794 -3.6001
C 5.4030 0.0997 -4.0525
F 4.9641 -1.1761 -4.1097
F 5.2966 0.6202 -5.2962
F 7.6620 -0.4269 -4.5041
F 7.1746 1.5034 -3.6116
O 7.7660 -1.6255 -2.0594
C 6.9906 -2.7489 -1.9191
C 7.2148 -3.7291 -3.0713
F 6.8914 -3.1755 -4.2505
F 6.4202 -4.8163 -2.8825
F 5.6869 -2.4629 -1.7526
F 7.4020 -3.3800 -0.7943
H 8.0054 0.3292 -1.8518
H 6.3821 -0.1697 -1.4895
H 4.7561 0.6738 -3.3820
H 8.2596 -4.0454 -3.1056
C -6.2864 2.2598 3.3139
C -5.1308 1.5279 2.6097
C -5.1311 -0.0017 2.6184
F -5.0272 -0.4937 3.8666
F -4.0606 -0.4411 1.9113
F -3.9512 1.9951 3.0669
F -5.2147 1.8828 1.2912
O -6.0471 2.7784 4.6142
C -6.2411 2.0310 5.7522
C -4.9417 1.8676 6.5432
F -4.0082 1.2373 5.8042
F -5.1870 1.1208 7.6438
F -6.8247 0.8452 5.4953
F -7.0898 2.7246 6.5419
H -6.4504 3.1456 2.7187
H -7.2179 1.6959 3.2658
H -6.0390 -0.3902 2.1486
H -4.5579 2.8445 6.8439
C -8.3559 7.3535 0.4488
C -9.3551 8.3893 0.9944
C -9.0665 9.0110 2.3626
F -9.0767 8.0843 3.3412
F -10.0325 9.9163 2.6412
F -10.6019 7.8727 0.9727
F -9.3354 9.4284 0.1139
O -8.6875 5.9769 0.5736
C -8.3542 5.2378 1.6793
C -9.5894 4.6774 2.3858
F -10.3872 5.6709 2.8102
F -9.1838 3.9608 3.4621
F -7.5499 5.9094 2.5222
F -7.6424 4.1653 1.2407
H -8.3563 7.5152 -0.6273
H -7.3377 7.5571 0.7781
H -8.1007 9.5241 2.3581
H -10.1517 4.0308 1.7086
C 8.7870 -8.0604 -1.1537
C 8.2438 -8.5940 -2.4919
C 6.8244 -8.1939 -2.8954
F 5.9068 -8.6617 -2.0258
F 6.5448 -8.7252 -4.1103
F 8.3818 -9.9360 -2.5337
F 9.0546 -8.0770 -3.4600
O 8.7741 -8.9273 -0.0306
C 7.6952 -9.0132 0.8197
C 7.1083 -10.4261 0.8385
F 6.6805 -10.7815 -0.3872
F 6.0514 -10.4511 1.6822
F 6.7591 -8.0834 0.5578
F 8.1553 -8.7680 2.0670
H 9.8485 -7.9026 -1.3367
H 8.3779 -7.0791 -0.9127
H 6.7357 -7.1081 -2.9652
H 7.8603 -11.1426 1.1753
*
```

Summary:
Max |F|, eV/A: 1.81
LUMO, Ha: -0.00078

=====

[7]
Molecular formula: C24H20ClNPSY
Method: DFT, wB97M-V/def2-TZVPD

Structure (ORCA input):
```
! wB97M-V def2-TZVPD RIJCOSX def2/J DEFGRID3
* xyz 0 1
C -1.1638 -1.6409 4.5795
C -1.0278 -2.0677 3.1915
C 0.3953 -2.1852 2.8890
H -1.8848 -2.1358 2.5093
C 1.1315 -1.7403 4.0149
C 0.1958 -1.3400 5.1479
H 0.7044 -1.2964 6.1672
H -2.0152 -1.1040 5.0312
H 0.8317 -2.5136 1.9405
H 2.2741 -1.7028 4.1789
Y -0.2020 0.3572 3.0430
Cl 2.1537 1.4237 2.8005
P 0.1128 0.3458 -0.4769
C 1.2117 -0.7075 -1.5200
C 0.7817 -1.4268 -2.6525
H -0.2647 -1.3796 -2.9770
C 1.6957 -2.2090 -3.3792
H 1.3494 -2.7674 -4.2568
C 3.0407 -2.2786 -2.9864
H 3.7517 -2.8894 -3.5570
C 3.4712 -1.5638 -1.8544
H 4.5210 -1.6125 -1.5447
C 2.5664 -0.7903 -1.1178
H 2.9018 -0.2422 -0.2281
C -1.5286 -0.0833 -1.1884
C -2.1647 -1.2196 -0.6383
H -1.6683 -1.7913 0.1577
C -3.4163 -1.6196 -1.1161
H -3.8976 -2.5104 -0.6972
C -4.0587 -0.8866 -2.1308
H -5.0435 -1.2011 -2.4983
C -3.4349 0.2499 -2.6655
H -3.9302 0.8311 -3.4515
C -2.1724 0.6550 -2.1975
H -1.6964 1.5428 -2.6301
C 0.4002 1.9903 -1.2581
C 1.1105 2.1907 -2.4573
H 1.5347 1.3398 -3.0028
C 1.2762 3.4902 -2.9674
H 1.8333 3.6366 -3.9003
C 0.7369 4.5937 -2.2900
H 0.8675 5.6063 -2.6914
C 0.0311 4.3941 -1.0902
H -0.3947 5.2516 -0.5580
C -0.1312 3.1059 -0.5713
H -0.6727 2.9561 0.3716
S -0.0340 0.0831 8.3188
C -0.0549 0.2854 6.7142
N -0.0234 0.5760 5.4958
*
```

Summary:
Max |F|, eV/A: 6.02
LUMO, Ha: -0.04536

=====

[8]
Molecular formula: C24H20F12N3O2PtS
Method: DFT, wB97M-V/def2-TZVPD

Structure (ORCA input):
```
! wB97M-V def2-TZVPD RIJCOSX def2/J DEFGRID3
* xyz -1 1
Pt 0.5008 -0.1049 -0.9483
C 1.2306 6.3698 -0.5365
C 0.7090 4.9713 -0.3296
C -0.5936 4.6197 -0.6617
C -1.0397 3.3257 -0.4859
C -0.2213 2.3169 0.0388
N -0.7082 0.9955 0.1388
C -2.0216 0.7506 0.4855
C -2.6353 1.6515 1.3873
C -3.9490 1.5389 1.7786
C -4.7490 0.4988 1.3147
C -6.1914 0.3628 1.7290
C -4.1423 -0.4260 0.4849
C -2.8080 -0.3605 0.0755
C -2.2471 -1.4672 -0.8401
O -0.9261 -1.6939 -0.6492
C -2.9167 -2.8585 -0.5434
F -2.9527 -3.0877 0.7815
F -4.1797 -3.0098 -1.0049
F -2.2057 -3.8578 -1.0883
C -2.5596 -1.0892 -2.3207
F -3.8777 -0.9519 -2.5653
F -1.9919 0.0876 -2.6379
F -2.0883 -2.0036 -3.1829
C 1.1122 2.6587 0.3621
C 1.5299 3.9750 0.1750
C 2.0935 1.6136 0.9293
O 1.7961 0.3165 0.6746
C 2.0898 1.7663 2.4768
F 0.8682 1.5099 2.9616
F 2.9438 0.9030 3.0622
F 2.4321 2.9988 2.9135
C 3.5521 1.8648 0.3934
F 4.3359 0.8003 0.6267
F 3.5417 2.0610 -0.9340
F 4.2004 2.9241 0.9420
H 0.4198 7.0580 -0.7790
H 1.9544 6.4098 -1.3542
H 1.7323 6.7434 0.3586
H -1.2660 5.3651 -1.0744
H -2.0531 3.0622 -0.7596
H -2.0313 2.4565 1.7831
H -4.3578 2.2702 2.4700
H -6.6857 1.3358 1.7675
H -6.2931 -0.0917 2.7189
H -6.7434 -0.2630 1.0261
H -4.7523 -1.2479 0.1331
H 2.5441 4.2448 0.4378
S 2.1390 -1.3503 -2.0910
C 2.4617 -2.4468 -0.7933
N 3.7405 -2.7531 -0.5096
C 4.1475 -3.5097 0.6660
C 3.0432 -4.4841 1.0330
C 1.7449 -3.7082 1.1612
N 1.4959 -2.9920 -0.0793
H 4.4211 -2.1899 -0.9902
H 4.3295 -2.8258 1.5010
H 5.0808 -4.0265 0.4405
H 3.2830 -4.9945 1.9659
H 2.9405 -5.2345 0.2456
H 1.8015 -2.9931 1.9880
H 0.8961 -4.3658 1.3423
H 0.5287 -2.7157 -0.2989
*
```

Summary:
Max |F|, eV/A: 1.64
LUMO, Ha: 0.09129